No. 1
The following is a quantum chemistry calculation of 3 unconnected molecules or ions with the total composition C46H68FN5O7PS2 in a non-equilibrium geometry, from the Open Molecules 2025 dataset.

Last column: Löwdin charge in e.
CARTESIAN COORDINATES (ANGSTROEM)
C (0.34020, 5.64646, -3.05984)  -0.083
C (-0.09269, 4.83674, -1.75807)  -0.169
C (-0.20206, 3.25655, -2.04364)  -0.292
C (0.93258, 2.42750, -1.27181)  -0.023
N (-1.57582, 2.73354, -1.74125)  0.011
C (-2.07237, 2.77251, -0.43927)  -0.040
C (-1.32025, 3.35011, 0.79518)  -0.091
C (-1.14156, 2.27989, 1.98761)  -0.220
C (0.30127, 1.62626, 1.99151)  -0.508
S (0.40278, 0.46002, 3.43563)  0.878
C (1.94806, -0.44433, 3.12148)  -1.021
S (3.17014, 0.33964, 2.31361)  0.705
N (2.19070, -1.82715, 3.49420)  -0.127
C (1.25113, -2.74646, 2.87520)  -0.232
C (0.11564, -3.38684, 3.54669)  -0.011
C (-0.76624, -4.34421, 2.85918)  -0.068
C (-0.54089, -4.72698, 1.45141)  -0.082
C (0.58837, -4.06420, 0.76671)  -0.085
C (1.46801, -3.10582, 1.45680)  -0.007
C (2.32376, -2.02296, 4.92923)  -0.213
C (2.71833, -3.39063, 5.36219)  -0.017
C (2.90954, -3.77341, 6.75164)  -0.063
C (2.71075, -2.74893, 7.78972)  -0.083
C (2.34560, -1.38942, 7.38006)  -0.070
C (2.13299, -1.00671, 5.96245)  -0.028
C (-3.43237, 2.27933, -0.11789)  -0.079
F (-3.93214, 2.35434, 1.15870)  0.077
C (-4.31738, 1.73121, -1.14701)  0.013
C (-5.74211, 1.27620, -0.72247)  -0.135
O (-6.17208, 0.05762, -1.34147)  -0.118
C (-7.42647, -0.31667, -0.78519)  -0.239
C (-8.57741, 0.57718, -0.67357)  -0.027
C (-9.86632, 0.20470, -0.09073)  -0.053
C (-10.00598, -1.18578, 0.39322)  -0.069
C (-8.85938, -2.08935, 0.28539)  -0.066
C (-7.56140, -1.68523, -0.28411)  0.008
C (-3.76033, 1.70406, -2.51554)  -0.080
C (-4.70195, 1.15111, -3.65455)  -0.086
C (-4.62878, -0.43332, -3.77899)  -0.230
O (-4.61110, -0.88981, -4.89703)  0.050
C (-2.38584, 2.22059, -2.76326)  -0.187
P (-1.82220, 2.18106, -4.58249)  0.909
N (-2.08532, 0.61269, -5.25170)  -0.151
O (-2.85036, 3.32246, -5.35595)  -0.306
H (1.41305, 5.96891, -3.02525)  0.067
H (0.20559, 5.05739, -4.00964)  0.078
H (-0.36488, 6.52191, -3.13557)  0.085
H (0.54712, 5.06291, -0.86668)  0.108
H (-1.14469, 5.17497, -1.50644)  0.112
H (0.07597, 3.15459, -3.11849)  0.072
H (0.52493, 1.45353, -0.90210)  0.077
H (1.79899, 2.22356, -1.96306)  0.102
H (1.35209, 3.00434, -0.40127)  0.077
H (-1.98595, 4.15694, 1.22415)  0.142
H (-0.30526, 3.75915, 0.59661)  0.088
H (-1.28441, 2.85347, 2.94517)  0.123
H (-1.86590, 1.42870, 1.87786)  0.106
H (1.12778, 2.38041, 1.98876)  0.065
H (0.40756, 1.00000, 1.06875)  0.057
H (-0.05774, -3.13499, 4.62658)  0.120
H (-1.61216, -4.83881, 3.40414)  0.102
H (-1.19910, -5.48250, 0.94845)  0.100
H (0.76899, -4.35666, -0.29827)  0.094
H (2.30640, -2.67713, 0.85407)  0.105
H (2.86334, -4.18317, 4.58476)  0.111
H (3.18192, -4.83541, 6.96455)  0.102
H (2.86034, -3.05535, 8.85362)  0.097
H (2.23035, -0.64486, 8.20985)  0.098
H (1.86678, 0.03920, 5.69337)  0.068
H (-5.79022, 1.11395, 0.39582)  0.153
H (-6.43108, 2.15648, -0.91473)  0.146
H (-8.45338, 1.62593, -1.05070)  0.104
H (-10.68487, 0.96043, -0.01927)  0.106
H (-10.99595, -1.48442, 0.82687)  0.105
H (-8.95260, -3.13176, 0.67886)  0.103
H (-6.68158, -2.37873, -0.33353)  0.116
H (-4.56756, 1.66355, -4.63720)  0.108
H (-5.75454, 1.37161, -3.29965)  0.129
H (-4.57137, -1.11386, -2.88245)  0.137
H (-2.02696, -0.14255, -4.56956)  0.048
H (-1.52401, 0.44052, -6.08416)  0.055
H (-3.11170, 3.91594, -4.62109)  0.046
C (7.70109, 7.80896, -5.71423)  -0.113
O (6.82030, 8.84401, -5.30586)  -0.199
C (6.22225, 9.53635, -6.40070)  -0.210
C (4.72372, 9.26556, -6.44356)  -0.209
N (4.45122, 7.88511, -6.84055)  -0.052
C (3.05370, 7.49056, -6.67181)  -0.195
C (2.50238, 7.44479, -5.24242)  -0.225
O (3.08553, 6.43221, -4.43043)  -0.219
C (4.28661, 6.81762, -3.77577)  -0.088
H (8.19441, 7.41649, -4.82605)  0.088
H (7.15031, 6.99249, -6.19225)  0.078
H (8.46414, 8.19184, -6.39744)  0.090
H (6.70004, 9.29248, -7.35396)  0.123
H (6.37558, 10.60416, -6.21750)  0.122
H (4.25553, 9.94539, -7.16132)  0.124
H (4.31879, 9.47951, -5.44734)  0.103
H (5.02769, 7.26325, -6.28652)  0.067
H (2.96051, 6.48675, -7.09769)  0.119
H (2.42290, 8.14802, -7.27873)  0.120
H (1.44042, 7.18769, -5.31668)  0.109
H (2.54087, 8.41880, -4.74296)  0.114
H (4.30478, 7.88212, -3.53043)  0.093
H (5.15291, 6.55518, -4.38631)  0.074
H (4.36208, 6.24849, -2.84686)  0.087
C (3.13874, -10.92913, 3.06104)  -0.113
O (1.72906, -10.78325, 2.99179)  -0.199
C (1.05109, -11.34415, 4.11485)  -0.211
C (0.39923, -10.24478, 4.94415)  -0.211
N (1.40611, -9.44179, 5.63519)  -0.051
C (0.86835, -8.23030, 6.25343)  -0.196
C (0.30092, -7.15526, 5.31982)  -0.226
O (1.27663, -6.53170, 4.49771)  -0.206
C (1.54407, -7.21080, 3.27996)  -0.093
H (3.56020, -10.57995, 2.11936)  0.088
H (3.55537, -10.32260, 3.87136)  0.079
H (3.41690, -11.97745, 3.20119)  0.089
H (1.71021, -11.96791, 4.72566)  0.123
H (0.26269, -11.98904, 3.71455)  0.121
H (-0.26766, -10.69897, 5.68296)  0.123
H (-0.20240, -9.62879, 4.26524)  0.102
H (2.12279, -9.17080, 4.97269)  0.068
H (1.68904, -7.78008, 6.82048)  0.115
H (0.10224, -8.51353, 6.98269)  0.119
H (-0.10119, -6.35894, 5.95505)  0.119
H (-0.54312, -7.51728, 4.72188)  0.108
H (0.66809, -7.73797, 2.89327)  0.091
H (2.37775, -7.90559, 3.40809)  0.073
H (1.85278, -6.46952, 2.53991)  0.080

Output
E_LUMO: -4.258 eV
Net charge: +1
DFT total energy: -3831.068767 Eh

***

No. 2
The following is a quantum chemistry calculation of 2 unconnected molecules or ions with the total composition C7H14N3 in a non-equilibrium geometry, from the Open Molecules 2025 dataset.

Last column: natural (NBO) charge in e.
CARTESIAN COORDINATES (ANGSTROEM)
C (1.75870, -0.64224, 1.09177)  -0.308
C (3.10604, -0.56773, 0.89244)  -0.029
C (2.17066, -0.42779, -1.11039)  0.002
C (1.14088, -0.54896, -0.19001)  -0.236
C (-0.90403, 1.38777, 0.66481)  -0.426
C (-2.60410, -0.24464, 0.02275)  -0.422
C (-0.26279, -0.66098, -0.49207)  0.148
N (3.33548, -0.43099, -0.43944)  -0.471
N (-0.78036, -2.52133, 0.00096)  -0.876
N (-1.20789, -0.03875, 0.44794)  -0.375
H (1.27412, -0.77827, 2.03911)  0.226
H (3.90488, -0.60450, 1.60514)  0.237
H (2.12038, -0.32070, -2.17472)  0.230
H (-1.62275, 1.82296, 1.35549)  0.238
H (0.09567, 1.49836, 1.07783)  0.249
H (-0.95462, 1.92183, -0.28208)  0.232
H (-2.77455, 0.24940, -0.93277)  0.225
H (-2.78000, -1.31451, -0.07721)  0.270
H (-3.28712, 0.16678, 0.76325)  0.236
H (-0.55531, -0.56069, -1.52909)  0.237
H (4.24878, -0.35356, -0.86177)  0.437
H (0.09523, -2.87840, 0.37744)  0.362
H (-0.90869, -2.97270, -0.90079)  0.361
H (-1.08377, -0.55123, 1.33089)  0.454

Output
E_LUMO: -2.974 eV
Net charge: +1
DFT total energy: -439.099117 Eh

***

No. 3
The following is a quantum chemistry calculation of C6H7N5O in the gas phase in a non-equilibrium geometry, from the Open Molecules 2025 dataset.

Last column: natural (NBO) charge in e.
CARTESIAN COORDINATES (ANGSTROEM)
C (-3.13882, -1.15566, 0.21382)  -0.311
C (-1.97455, 0.76843, -0.01931)  0.315
C (0.18236, 1.49662, 0.09039)  0.275
C (3.41665, 0.20185, -0.06371)  -0.317
C (1.18838, -0.84831, -0.07420)  0.273
C (-0.65018, 0.27393, -0.07696)  -0.008
H (-4.33487, -1.31154, -0.09461)  0.241
H (-2.47448, -1.37121, 1.12682)  0.219
H (-2.46098, -1.64298, -0.75548)  0.180
H (3.67941, 0.34852, 0.99933)  0.228
H (3.69667, 0.65808, -0.74313)  0.172
H (3.60324, -0.96611, 0.07438)  0.206
H (1.74361, -2.04415, -0.29382)  0.186
N (-1.93448, 2.16574, -0.05421)  -0.115
N (-0.72498, 2.58572, -0.03787)  -0.250
N (1.45914, 1.38344, 0.02406)  -0.176
N (1.99622, 0.15371, 0.00920)  -0.204
N (-0.12705, -0.92387, -0.15818)  -0.431
O (-3.14531, 0.22776, -0.16650)  -0.485

Output
E_LUMO: -0.742 eV
SMILES: COc1nnc2nn(C)cnc1-2
DFT total energy: -581.575052 Eh

***

No. 4
The following is a quantum chemistry calculation of a molecular structure, C25H55Ca2N2O10P in a non-equilibrium geometry, from the Open Molecules 2025 dataset.

Last column: Löwdin charge in e.
CARTESIAN COORDINATES (ANGSTROEM)
Ca (21.94466, -16.31469, -9.86179)  1.450
Ca (21.14867, -16.76465, -13.43236)  1.516
P (19.70321, -17.71872, -10.91840)  -0.036
O (19.67275, -19.13328, -10.38950)  -0.374
O (19.43304, -17.53477, -12.42547)  -0.535
O (21.21048, -17.70463, -11.32303)  -0.738
O (19.75341, -16.54342, -9.89428)  -0.524
O (23.13793, -13.20471, -12.56482)  0.141
C (22.46149, -14.29405, -12.77390)  -0.824
O (21.92213, -14.97009, -11.86263)  -0.170
O (22.34489, -14.67729, -13.94170)  -0.067
H (23.51871, -13.03097, -13.42877)  0.081
C (18.11567, -13.23943, -14.85328)  -0.173
C (17.96173, -13.20843, -13.37577)  -0.166
C (18.52570, -14.52819, -12.91885)  -0.186
O (19.39440, -15.02207, -13.92026)  -0.229
C (19.40801, -14.01520, -14.99865)  -0.156
H (18.17062, -12.28224, -15.37181)  0.109
H (17.37934, -13.87225, -15.34871)  0.120
H (16.90244, -13.10225, -13.14181)  0.121
H (18.48897, -12.31223, -13.04877)  0.097
H (17.70088, -15.24074, -12.92522)  0.131
H (19.01987, -14.48465, -11.94829)  0.114
H (19.46648, -14.46634, -15.98918)  0.101
H (20.27342, -13.36006, -14.89885)  0.106
C (19.82362, -16.60489, -17.89151)  -0.143
C (21.33858, -16.81924, -18.05590)  -0.133
C (21.87354, -16.67786, -16.58529)  -0.187
O (20.74722, -16.81082, -15.76469)  -0.296
C (19.56699, -17.19798, -16.47615)  -0.146
H (19.26070, -17.15865, -18.64288)  0.111
H (19.55328, -15.55375, -17.99208)  0.102
H (21.74139, -15.99747, -18.64796)  0.102
H (21.60000, -17.76900, -18.52249)  0.111
H (22.37520, -15.71957, -16.45067)  0.105
H (22.53786, -17.53045, -16.44439)  0.122
H (18.64505, -16.86925, -15.99649)  0.129
H (19.52504, -18.28680, -16.50473)  0.129
C (23.74256, -12.70449, -16.91231)  -0.157
C (23.06289, -11.57200, -16.20007)  -0.196
C (24.14916, -11.01054, -15.35285)  -0.183
O (24.68365, -12.22904, -14.77977)  -0.167
C (24.71306, -13.23280, -15.81745)  -0.157
H (24.30244, -12.37883, -17.78900)  0.108
H (23.04596, -13.38699, -17.39917)  0.099
H (22.18157, -11.88191, -15.63852)  0.106
H (22.73983, -10.84414, -16.94435)  0.117
H (23.65126, -10.41301, -14.58920)  0.097
H (24.90673, -10.44983, -15.90038)  0.129
H (24.40656, -14.23879, -15.53083)  0.102
H (25.75633, -13.18405, -16.12939)  0.117
C (19.22754, -9.14137, -16.73161)  -0.071
C (20.12764, -8.21048, -15.80335)  -0.208
N (21.07266, -8.92861, -14.87813)  -0.169
C (20.34482, -9.66195, -13.87522)  -0.270
C (21.15820, -10.53990, -12.89417)  -0.068
C (21.98165, -7.90853, -14.23554)  -0.244
C (22.98080, -7.40910, -15.25481)  -0.088
H (19.78420, -9.97268, -17.16423)  0.063
H (18.88195, -8.50068, -17.54289)  0.062
H (18.33912, -9.54876, -16.24908)  0.052
H (20.71579, -7.61789, -16.50408)  0.086
H (19.54714, -7.50962, -15.20342)  0.108
H (19.67008, -10.37058, -14.35550)  0.091
H (19.76136, -9.00330, -13.23191)  0.114
H (21.44306, -9.88685, -12.06926)  0.071
H (22.03468, -11.03054, -13.31745)  0.046
H (20.55621, -11.35716, -12.49694)  0.060
H (21.41848, -7.10529, -13.76041)  0.113
H (22.58417, -8.36425, -13.44980)  0.103
H (22.50633, -6.90356, -16.09588)  0.060
H (23.56385, -6.60592, -14.80419)  0.076
H (23.62092, -8.22810, -15.58281)  0.061
C (24.17889, -13.46076, -9.57516)  -0.066
C (22.74234, -13.01806, -9.15847)  -0.250
N (21.89111, -14.09709, -8.69033)  -0.265
C (22.07846, -14.36044, -7.22733)  -0.219
C (23.37149, -15.13385, -6.82528)  -0.071
C (20.50094, -13.71745, -9.03972)  -0.291
C (20.01595, -12.45548, -8.41735)  -0.083
H (24.18341, -14.18095, -10.39333)  0.053
H (24.73541, -13.84520, -8.72041)  0.053
H (24.75761, -12.63730, -9.99358)  0.078
H (22.79005, -12.23159, -8.40529)  0.115
H (22.40939, -12.48816, -10.05091)  0.108
H (21.95210, -13.47999, -6.59729)  0.110
H (21.20508, -14.94609, -6.94041)  0.118
H (23.05189, -15.89512, -6.11365)  0.072
H (23.83401, -15.68412, -7.64466)  0.054
H (24.09337, -14.48888, -6.32427)  0.076
H (19.77075, -14.49291, -8.80826)  0.101
H (20.44866, -13.63199, -10.12511)  0.099
H (20.01914, -12.57959, -7.33444)  0.075
H (19.02450, -12.29282, -8.84004)  0.088
H (20.60918, -11.57115, -8.65002)  0.071

Output
E_LUMO: -0.008 eV
DFT total energy: -3544.292640 Eh

***

No. 5
The following is a quantum chemistry calculation of a molecular structure, C3H12N4 in a non-equilibrium geometry, from the Open Molecules 2025 dataset.

Last column: natural (NBO) charge in e.
CARTESIAN COORDINATES (ANGSTROEM)
C (0.69368, 0.00174, -1.26748)  0.108
C (0.25420, 0.09131, 0.73326)  -0.028
C (-0.16294, -1.24600, 0.50972)  -0.218
N (1.81297, 0.89493, -1.27714)  -0.864
N (-0.40374, 0.54172, -2.00282)  -0.843
N (-0.59053, 1.16150, 1.01233)  -0.871
N (-1.23958, -1.58845, 2.02957)  -0.980
H (0.97987, -0.96307, -1.68536)  0.184
H (1.22978, 0.19580, 1.20332)  0.215
H (-1.16108, -0.12861, -2.08814)  0.362
H (1.53381, 1.85912, -1.42839)  0.360
H (2.49626, 0.66143, -1.99499)  0.361
H (-0.77894, 1.34932, -1.50720)  0.347
H (-1.42811, 1.35794, 0.47780)  0.383
H (-0.31403, 1.75893, 1.77817)  0.401
H (-1.97041, -0.88280, 2.14491)  0.333
H (-0.65072, -1.48393, 2.85893)  0.326
H (0.59362, -1.99306, 0.71516)  0.226
H (-0.89409, -1.58782, -0.21165)  0.197

Output
E_LUMO: 0.882 eV
DFT total energy: -340.382401 Eh

***

No. 6
The following is a quantum chemistry calculation of a gas-phase ion, C3H5N2O (charge +1) in a non-equilibrium geometry, from the Open Molecules 2025 dataset.

Last column: natural (NBO) charge in e.
CARTESIAN COORDINATES (ANGSTROEM)
C (1.64196, 1.03385, 0.00311)  -0.077
C (0.11871, 0.95561, -0.00194)  0.123
C (-1.55650, -0.94484, 0.00111)  -0.454
N (2.15548, -0.09767, 0.00059)  0.309
N (-0.45302, -0.12285, -0.00177)  -0.193
O (1.75532, -1.20334, -0.00096)  -0.044
H (2.16829, 1.96745, -0.00180)  0.289
H (-0.28342, 1.96537, -0.01037)  0.271
H (-2.48768, -0.38166, 0.15016)  0.243
H (-1.60066, -1.49334, -0.94402)  0.268
H (-1.45847, -1.67856, 0.80588)  0.265

Output
E_LUMO (alpha / beta): -7.634 / -7.638 eV
Net charge: +1
SMILES: C/N=C/C=[N+]=O
DFT total energy: -301.618352 Eh